The following is a quantum chemistry calculation of a cluster of 3 separate species, C11H23N5O3 in total at a distorted geometry, from the OMol25 dataset.

ORCA input file:
```
! wB97M-V def2-TZVPD RIJCOSX def2/J DEFGRID3
* xyz 0 1
C -0.39 -2.68 -0.01
C 0.35 -1.61 -0.83
C -1.93 -2.42 -0.45
C -2.52 -1.24 0.38
C -3.59 -0.17 -0.28
C -2.09 1.69 -0.67
C 2.03 0.11 -0.51
C 3.47 -0.46 -0.95
C 2.50 1.05 0.64
C 2.98 2.55 0.25
C 1.23 1.62 1.61
H 0.05 -1.08 1.76
H -1.36 -3.28 2.22
H -0.01 -3.71 -0.21
H -2.34 -3.33 -0.14
H -1.99 -2.41 -1.58
H -2.89 -1.85 1.26
H -1.58 -0.79 0.68
H -4.21 0.68 0.27
H -4.48 -0.70 -0.76
H -2.21 -0.13 -1.66
H -0.41 1.30 -1.63
H -2.65 3.47 -0.02
H -3.77 2.89 -0.98
H 1.75 -1.65 0.60
H 1.57 0.53 -1.37
H 3.14 0.41 1.36
H 2.02 3.19 -0.04
H 3.61 2.42 -0.79
H 3.59 2.79 1.27
H 0.59 1.07 2.48
H 0.40 2.03 0.93
H 1.80 2.45 2.19
H 4.79 -1.69 -0.47
N -0.13 -2.70 1.45
N -2.83 0.57 -1.19
N -0.89 1.99 -0.94
N -3.02 2.59 -0.03
N 1.30 -1.00 -0.06
O 0.03 -1.17 -1.88
O 4.18 0.04 -1.79
O 3.90 -1.36 -0.07
*
```

Summary:
Relative energy (zero: lowest compared OMol25 entry of this formula, charge and spin) = 253.4 kcal/mol
HOMO energy = -8.9 eV
LUMO = -0.00797 Ha
Frontier orbital gap = 8.70 eV
Maximum force = 5.6 eV/Å

***

The following is a quantum chemistry calculation of a cluster of 2 separate species, C4H10NO3 in total at a distorted geometry, from the OMol25 dataset.

ORCA input file:
```
! wB97M-V def2-TZVPD RIJCOSX def2/J DEFGRID3
* xyz -1 1
C 2.39 -1.13 -0.61
C 0.90 -0.63 -0.40
C 0.38 0.63 -1.04
C -1.12 0.98 -0.51
O -1.27 1.18 0.72
O -1.92 1.09 -1.47
N 0.71 -0.82 1.14
H 2.35 -2.20 -0.31
H 3.18 -0.49 -0.15
H 2.61 -1.15 -1.71
H 0.09 -1.35 -0.70
H 0.92 1.57 -0.72
H 0.41 0.86 -2.03
H 1.37 -0.68 1.74
H -0.25 -0.57 1.37
H -4.18 1.02 1.09
H -2.82 0.87 1.66
O -3.74 0.81 1.92
*
```

Summary:
Relative energy (zero: lowest compared OMol25 entry of this formula, charge and spin) = 45.0 kcal/mol
HOMO energy = -4.4 eV
LUMO = 0.13994 Ha
Frontier orbital gap = 8.21 eV
Maximum force = 8.3 eV/Å

***

The following is a quantum chemistry calculation of a structure of composition C3H4BCl3CrF6NO19S2 at a distorted geometry, from the OMol25 dataset.

ORCA input file:
```
! wB97M-V def2-TZVPD RIJCOSX def2/J DEFGRID3
* xyz -2 4
Cr -24.26 0.34 -8.44
Cl -21.11 0.22 -7.74
O -20.41 -0.86 -7.13
O -21.79 1.09 -6.81
O -20.27 1.03 -8.57
O -22.21 -0.32 -8.61
Cl -25.12 -0.05 -11.79
O -24.86 0.98 -12.75
O -26.50 -0.21 -11.48
O -24.57 -1.29 -12.25
O -24.40 0.41 -10.58
Cl -24.64 -0.62 -5.08
O -23.61 -1.60 -4.94
O -24.40 0.48 -4.20
O -24.59 -0.12 -6.48
O -25.91 -1.22 -4.86
N -24.15 2.29 -8.32
S -23.65 3.46 -9.31
O -22.70 4.40 -8.80
O -24.52 3.87 -10.36
F -22.67 2.50 -10.13
S -24.79 3.40 -7.14
O -25.91 4.13 -7.65
O -23.91 4.08 -6.29
F -25.39 2.32 -6.20
B -25.61 -2.63 -8.78
F -25.15 -3.95 -8.89
F -26.46 -2.49 -9.88
F -26.27 -2.47 -7.58
F -24.52 -1.65 -8.82
C -28.22 3.29 -9.57
C -29.09 2.66 -8.47
O -28.37 1.45 -8.17
C -27.23 1.39 -8.83
O -26.35 0.61 -8.61
O -27.06 2.45 -9.61
H -27.83 4.26 -9.30
H -28.67 3.26 -10.55
H -30.10 2.33 -8.72
H -29.18 3.26 -7.57
*
```

Summary:
Relative energy (zero: lowest compared OMol25 entry of this formula, charge and spin) = 0.0 kcal/mol
HOMO energy (alpha / beta) = -5.2 / -5.2 eV
LUMO (alpha / beta) = 0.09847 / 0.13995 Ha
Frontier orbital gap (alpha / beta) = 7.86 / 8.98 eV
⟨S²⟩ = 3.772
Maximum force = 7.3 eV/Å